No. 1
59
Properties=species:S:1:pos:R:3 method="wB97M-V/def2-TZVPD" lumo_ev=-0.483 e_tot_ha=-1926.39870 smiles="COc1ccc(/C=C/C(=O)OCC(=O)Nc2ccc(C)cc2)cc1S(=O)(=O)N1CCOCC1" de_lowest_kj_mol=178.5 orbital_gap_ha=0.2967
C -0.08 -4.22 -3.50
O 0.51 -3.09 -4.11
C 0.74 -1.95 -3.46
C 1.07 -0.88 -4.32
C 1.25 0.40 -3.87
C 1.11 0.69 -2.50
C 1.16 2.01 -1.93
C 1.06 3.19 -2.56
C 0.84 4.44 -1.80
O 0.36 5.44 -2.26
O 1.13 4.28 -0.49
C 0.53 5.15 0.46
C -0.35 4.32 1.41
O -0.51 4.63 2.57
N -0.88 3.23 0.80
C -1.53 2.11 1.34
C -1.89 2.02 2.68
C -2.49 0.86 3.14
C -2.75 -0.22 2.30
C -3.41 -1.45 2.82
C -2.38 -0.11 0.96
C -1.78 1.04 0.49
C 0.85 -0.38 -1.65
C 0.68 -1.68 -2.09
S 0.37 -2.87 -0.77
O 1.22 -4.02 -0.95
O -1.04 -3.09 -0.66
N 0.87 -2.03 0.60
C 0.19 -2.45 1.81
C 0.58 -1.49 2.94
O 1.98 -1.47 3.12
C 2.65 -1.09 1.94
C 2.31 -2.04 0.78
H 0.65 -4.79 -2.93
H -0.90 -3.95 -2.84
H -0.45 -4.83 -4.33
H 1.16 -1.11 -5.37
H 1.50 1.19 -4.56
H 1.22 2.02 -0.85
H 0.98 3.29 -3.63
H 1.30 5.64 1.04
H -0.07 5.90 -0.06
H -0.69 3.14 -0.19
H -1.70 2.84 3.34
H -2.78 0.80 4.18
H -3.39 -2.25 2.08
H -2.92 -1.80 3.73
H -4.45 -1.24 3.07
H -2.55 -0.93 0.29
H -1.51 1.11 -0.56
H 0.74 -0.20 -0.59
H -0.88 -2.42 1.63
H 0.49 -3.48 2.08
H 0.16 -1.81 3.89
H 0.22 -0.48 2.69
H 3.71 -1.13 2.16
H 2.36 -0.06 1.66
H 2.77 -1.70 -0.14
H 2.66 -3.05 1.00

=====

No. 2
57
Properties=species:S:1:pos:R:3 method="wB97M-V/def2-TZVPD" lumo_ev=-7.926 e_tot_ha=-3115.52010 de_lowest_kj_mol=202.8 charge=+2 orbital_gap_ha=0.1618
C 1.02 4.47 -3.57
C 0.02 4.75 -4.44
H 2.02 4.84 -3.80
H 0.82 3.98 -2.64
C -1.29 4.18 -4.28
C -1.59 3.28 -3.29
H -0.87 2.82 -2.62
H -2.64 2.96 -3.22
C 0.32 5.68 -5.59
H 1.35 6.04 -5.48
H -0.33 6.56 -5.60
H 0.24 5.19 -6.57
C -2.36 4.62 -5.25
H -2.06 4.46 -6.29
H -2.59 5.69 -5.14
H -3.28 4.06 -5.08
Zn 0.60 -1.82 1.62
O 0.60 -0.07 0.65
C -0.17 0.93 0.75
O -0.64 -0.99 2.96
C -1.24 0.10 2.82
O -2.17 0.47 3.67
N -1.05 1.04 1.82
C -2.64 1.81 3.30
C -1.85 2.25 2.10
H -2.47 2.47 4.16
H -3.71 1.74 3.06
H -1.19 3.10 2.32
H -2.49 2.49 1.25
C -0.19 1.98 -0.23
C 0.82 2.06 -1.12
H -0.97 2.75 -0.11
H 1.53 1.25 -1.23
H 0.96 2.99 -1.64
C 4.21 -4.52 5.20
C 3.62 -5.56 4.46
C 2.68 -5.25 3.47
C 2.33 -3.91 3.22
C 2.90 -2.87 3.99
C 3.84 -3.18 4.97
N 1.43 -3.61 2.20
N 0.94 -4.71 1.64
C 0.00 -4.44 0.67
C -0.58 -5.51 -0.05
C -1.57 -5.21 -0.98
C -1.95 -3.87 -1.16
C -1.33 -2.87 -0.42
N -0.34 -3.14 0.46
H 4.95 -4.76 5.97
H 3.88 -6.60 4.63
H 2.19 -6.03 2.88
H 2.56 -1.85 3.80
H 4.30 -2.38 5.55
H -0.21 -6.50 0.18
H -2.04 -6.00 -1.56
H -2.73 -3.59 -1.88
H -1.60 -1.81 -0.50

=====

No. 3
58
Properties=species:S:1:pos:R:3 method="wB97M-V/def2-TZVPD" lumo_ev=-0.237 e_tot_ha=-1810.25688 smiles="Cn1cc(C(=O)NCc2cccnc2)c(=O)c2cc(S(=O)(=O)N3CCCCCC3)ccc21" de_lowest_kj_mol=113.8 orbital_gap_ha=0.3186
C -0.91 -5.07 0.13
N -1.03 -3.63 0.09
C -2.18 -3.07 -0.29
C -2.41 -1.73 -0.38
C -3.78 -1.33 -0.83
O -4.64 -2.17 -1.08
N -3.98 -0.01 -0.94
C -5.26 0.56 -1.29
C -5.89 1.26 -0.12
C -6.32 2.58 -0.19
C -6.88 3.17 0.93
C -6.99 2.42 2.09
N -6.58 1.17 2.17
C -6.05 0.61 1.10
C -1.37 -0.79 -0.04
O -1.47 0.44 -0.11
C -0.12 -1.43 0.40
C 0.95 -0.61 0.79
C 2.14 -1.16 1.19
S 3.52 -0.10 1.66
O 4.62 -0.96 1.97
O 3.07 0.83 2.65
N 3.89 0.74 0.29
C 3.27 2.02 0.05
C 4.32 3.14 0.12
C 5.30 3.14 -1.04
C 6.03 1.81 -1.25
C 5.13 0.73 -1.86
C 4.34 -0.07 -0.82
C 2.30 -2.54 1.21
C 1.26 -3.37 0.85
C 0.03 -2.83 0.44
H -1.85 -5.52 -0.17
H -0.13 -5.42 -0.55
H -0.68 -5.41 1.15
H -3.00 -3.73 -0.56
H -3.22 0.61 -0.67
H -5.14 1.25 -2.13
H -5.90 -0.28 -1.60
H -6.22 3.14 -1.12
H -7.23 4.20 0.90
H -7.41 2.84 2.99
H -5.73 -0.42 1.21
H 0.80 0.46 0.77
H 2.75 2.02 -0.91
H 2.55 2.18 0.85
H 3.80 4.10 0.16
H 4.86 3.01 1.06
H 4.77 3.40 -1.96
H 6.04 3.92 -0.86
H 6.87 1.98 -1.92
H 6.42 1.45 -0.29
H 4.43 1.21 -2.56
H 5.73 0.02 -2.43
H 4.98 -0.83 -0.37
H 3.49 -0.57 -1.31
H 3.25 -2.93 1.53
H 1.41 -4.43 0.89

=====

No. 4
57
Properties=species:S:1:pos:R:3 method="wB97M-V/def2-TZVPD" lumo_ev="-7.813 / -12.072" s_squared=6.028 e_tot_ha=-2367.10147 spin_multiplicity=5 de_lowest_kj_mol=15.3 charge=+3 orbital_gap_ha="0.3079 / 0.1826"
Pt 1.27 0.58 0.31
C -1.18 0.43 -3.77
C -1.76 0.79 -2.56
C -1.56 0.01 -1.43
C -0.76 -1.14 -1.53
C -0.17 -1.50 -2.75
C -0.38 -0.71 -3.87
P -0.50 -2.20 -0.12
C -1.26 -3.78 -0.22
C -2.02 -4.14 -1.34
C -2.58 -5.40 -1.40
C -2.36 -6.31 -0.37
C -1.58 -5.97 0.74
C -1.02 -4.71 0.81
C -0.79 -1.32 1.41
C -1.72 -1.77 2.34
C -1.89 -1.08 3.54
C -1.13 0.04 3.82
C -0.19 0.50 2.90
C -0.02 -0.16 1.68
H -1.35 1.03 -4.65
H -2.41 1.65 -2.51
H -2.04 0.26 -0.50
H 0.45 -2.38 -2.82
H 0.06 -0.98 -4.81
H -2.20 -3.44 -2.14
H -3.18 -5.69 -2.25
H -2.79 -7.30 -0.42
H -1.41 -6.69 1.53
H -0.39 -4.45 1.66
H -2.32 -2.64 2.14
H -2.62 -1.43 4.26
H -1.25 0.56 4.77
H 0.42 1.36 3.14
C 5.84 2.83 1.49
N 4.76 1.85 1.41
C 4.62 1.00 0.42
N 5.43 1.00 -0.62
S 3.38 -0.27 0.50
H 5.72 3.40 2.41
H 5.79 3.52 0.64
H 6.81 2.33 1.52
H 4.14 1.74 2.20
H 6.23 1.61 -0.68
H 5.32 0.31 -1.35
S 1.47 2.80 -0.28
C -0.15 3.45 -0.31
N -0.45 4.50 -1.05
C -1.85 4.92 -0.86
C -2.32 3.98 0.28
N -1.18 3.06 0.42
H 0.19 4.94 -1.69
H -2.41 4.76 -1.79
H -1.91 5.97 -0.59
H -3.23 3.44 0.03
H -2.48 4.52 1.21
H -1.11 2.33 1.11

=====

No. 5
60
Properties=species:S:1:pos:R:3 method="wB97M-V/def2-TZVPD" lumo_ev="-7.432 / -6.512" s_squared=6.025 e_tot_ha=-2354.47778 spin_multiplicity=5 charge=+2 orbital_gap_ha="0.2172 / 0.2510"
Pm 0.00 0.00 0.00
C 4.57 -3.75 -0.99
N 3.70 -2.61 -0.75
C 2.62 -2.56 0.08
N 2.06 -1.37 0.00
C 2.88 -0.71 -0.88
N 3.91 -1.42 -1.35
C 4.07 -4.59 -2.13
C 4.80 -4.70 -3.32
C 4.33 -5.49 -4.38
C 3.12 -6.17 -4.26
C 2.36 -6.07 -3.09
C 2.85 -5.29 -2.03
C 1.08 -6.76 -2.97
N 0.62 -7.83 -3.56
N -0.62 -8.09 -2.99
C -0.84 -7.12 -2.14
O 0.20 -6.23 -2.06
C -1.92 -6.89 -1.20
C -2.27 -7.88 -0.28
C -3.27 -7.64 0.66
C -3.94 -6.41 0.69
C -3.60 -5.40 -0.23
C -4.38 -4.11 -0.23
N -3.53 -2.94 -0.38
C -2.60 -2.46 0.49
N -2.06 -1.37 0.00
C -2.71 -1.21 -1.19
N -3.63 -2.14 -1.47
C -2.60 -5.66 -1.18
H 4.61 -4.34 -0.07
H 5.58 -3.36 -1.17
H 2.28 -3.38 0.69
H 2.72 0.32 -1.17
H 5.74 -4.16 -3.44
H 4.91 -5.56 -5.29
H 2.77 -6.77 -5.09
H 2.27 -5.22 -1.11
H -1.76 -8.84 -0.28
H -3.54 -8.41 1.38
H -4.72 -6.26 1.43
H -4.92 -3.97 0.71
H -5.11 -4.11 -1.05
H -2.35 -2.94 1.43
H -2.52 -0.39 -1.86
H -2.34 -4.90 -1.91
C -1.62 0.00 3.64
P 0.00 0.00 2.79
C 0.81 -1.41 3.64
C 0.81 1.40 3.64
H -1.51 0.00 4.73
H -2.20 -0.88 3.36
H -2.20 0.89 3.36
H 0.75 -1.31 4.73
H 1.87 -1.46 3.36
H 0.33 -2.35 3.36
H 0.75 1.31 4.73
H 0.33 2.35 3.36
H 1.87 1.46 3.36
H 0.00 2.14 0.00

=====

No. 6
61
Properties=species:S:1:pos:R:3 method="wB97M-V/def2-TZVPD" lumo_ev="-6.109 / -8.738" s_squared=2.041 e_tot_ha=-6882.47077 spin_multiplicity=3 de_lowest_kj_mol=82.7 charge=+2 orbital_gap_ha="0.2709 / 0.1743"
Au -0.97 0.08 -1.73
C 4.66 1.53 -1.61
Sb 2.58 1.24 -1.16
C 2.27 -0.10 -2.82
C 2.78 -0.52 0.31
C 3.24 -0.02 1.58
C 4.57 0.41 1.75
C 4.97 1.06 2.89
C 4.03 1.29 3.93
C 2.75 0.82 3.83
C 2.33 0.11 2.69
C 1.02 -0.52 2.67
Sb -0.57 0.75 1.67
C 0.20 2.64 2.34
C -1.99 0.56 3.28
H 5.15 2.13 -0.85
H 4.70 2.06 -2.56
H 5.16 0.57 -1.72
H 2.96 -0.95 -2.74
H 2.48 0.43 -3.74
H 1.24 -0.46 -2.84
H 3.51 -1.11 -0.24
H 1.79 -0.97 0.31
H 5.28 0.24 0.95
H 5.99 1.40 2.99
H 4.35 1.82 4.82
H 2.06 0.95 4.65
H 0.61 -0.62 3.67
H 0.98 -1.46 2.13
H 0.36 2.60 3.41
H -0.53 3.42 2.12
H 1.14 2.88 1.84
H -1.63 1.09 4.16
H -2.13 -0.50 3.52
H -2.94 0.98 2.96
Se -1.44 4.71 -1.47
C -0.84 3.09 -1.55
N -0.39 2.00 -1.57
I 1.93 -5.01 -1.10
C 0.15 -4.07 -1.64
C -1.01 -4.78 -1.93
C -2.15 -4.08 -2.27
C -2.12 -2.70 -2.29
N -1.01 -2.01 -2.00
C 0.11 -2.69 -1.70
H -1.00 -5.86 -1.90
H -3.07 -4.60 -2.51
H -2.99 -2.12 -2.55
H 1.01 -2.11 -1.52
Se -4.81 -1.46 1.16
N -6.08 -0.65 0.29
C -5.52 0.05 -0.68
C -6.19 0.87 -1.62
C -5.44 1.52 -2.55
C -4.03 1.35 -2.56
N -3.36 0.60 -1.72
C -4.07 -0.05 -0.75
N -3.50 -0.82 0.16
H -7.27 0.96 -1.58
H -5.90 2.16 -3.29
H -3.44 1.86 -3.32

=====

No. 7
62
Properties=species:S:1:pos:R:3 method="wB97M-V/def2-TZVPD" lumo_ev=4.404 e_tot_ha=-3837.68306 de_lowest_kj_mol=104.8 charge=-2 orbital_gap_ha=0.2011
Ca 0.58 0.51 0.25
C 0.31 -1.18 -4.11
C 0.09 -0.15 -3.01
O -0.12 -0.57 -1.88
C 0.13 1.26 -3.37
C 0.32 1.68 -4.69
C 0.40 3.00 -5.04
C 0.31 3.98 -4.03
C 0.12 3.62 -2.73
C 0.00 2.25 -2.32
O -0.21 1.96 -1.10
H 0.33 -2.17 -3.65
H 1.26 -1.00 -4.62
H -0.50 -1.14 -4.85
H 0.40 0.93 -5.47
H 0.55 3.29 -6.08
H 0.40 5.03 -4.30
H 0.05 4.35 -1.94
O 2.63 0.24 -0.12
N 3.24 -0.37 0.88
C 3.88 0.39 1.79
C 4.53 -0.15 2.87
C 4.49 -1.54 3.04
C 3.83 -2.31 2.11
C 3.19 -1.75 0.99
S 2.36 -2.68 -0.16
H 3.82 1.45 1.60
H 5.00 0.50 3.59
H 4.95 -1.99 3.91
H 3.76 -3.38 2.23
C -2.95 2.07 1.04
P -2.29 0.57 0.21
C -3.10 0.76 -1.44
C -3.45 -0.72 0.90
C -3.16 -2.07 0.24
P -1.32 -2.38 0.23
C -1.18 -3.16 1.90
C -1.30 -3.94 -0.77
H -2.45 2.93 0.61
H -2.67 2.03 2.10
H -4.03 2.17 0.94
H -4.18 0.80 -1.34
H -2.81 -0.07 -2.08
H -2.73 1.68 -1.89
H -4.49 -0.41 0.77
H -3.25 -0.78 1.98
H -3.50 -2.06 -0.80
H -3.68 -2.90 0.75
H -1.90 -3.98 2.03
H -1.32 -2.40 2.66
H -0.16 -3.54 2.01
H -2.01 -4.68 -0.39
H -0.29 -4.34 -0.75
H -1.55 -3.69 -1.81
S 0.60 -0.42 2.90
C 1.06 0.96 3.86
C 1.48 0.65 5.18
N 1.82 0.36 6.24
C 1.04 2.27 3.45
S 0.63 2.87 1.88
C 1.40 3.27 4.41
N 1.66 4.08 5.19

=====

No. 8
64
Properties=species:S:1:pos:R:3 method="wB97M-V/def2-TZVPD" lumo_ev=0.058 e_tot_ha=-2259.01998 de_lowest_kj_mol=58.2 orbital_gap_ha=0.3056
Cd -1.04 -0.58 0.31
O -5.07 0.32 -0.54
C -3.74 0.27 -0.21
O -3.01 -0.59 -0.79
C -3.19 1.68 -0.10
C -3.92 2.81 -0.47
C -3.31 4.04 -0.36
C -2.03 4.12 0.18
C -1.40 2.95 0.58
N -1.96 1.75 0.39
C -0.14 2.97 1.40
O 0.73 3.97 1.17
O 0.06 2.17 2.26
H -5.32 -0.57 -0.79
H -4.93 2.70 -0.83
H -3.82 4.94 -0.66
H -1.56 5.09 0.33
H 0.50 4.46 0.37
C 3.60 -3.53 1.11
C 4.00 -2.06 1.08
N 3.54 -1.37 -0.13
C 4.37 -1.49 -1.33
C 3.83 -2.49 -2.35
C 2.36 -0.74 -0.20
S 1.35 -0.70 1.21
N 2.13 -0.09 -1.34
C 0.96 0.09 -1.93
O -0.12 -0.51 -1.69
C 0.94 1.11 -3.03
C -0.28 1.71 -3.36
C -0.34 2.64 -4.38
C 0.81 2.95 -5.10
C 2.01 2.35 -4.79
C 2.08 1.43 -3.75
H 3.89 -3.98 2.06
H 4.08 -4.10 0.31
H 2.51 -3.62 1.00
H 5.08 -1.96 1.12
H 3.58 -1.55 1.94
H 5.36 -1.79 -1.00
H 4.45 -0.50 -1.79
H 3.84 -3.50 -1.96
H 4.45 -2.47 -3.26
H 2.81 -2.23 -2.63
H -1.16 1.42 -2.80
H -1.28 3.10 -4.63
H 0.75 3.67 -5.92
H 2.90 2.59 -5.35
H 3.02 0.95 -3.48
C -1.16 -2.29 4.72
C -1.58 -2.19 3.28
N -1.06 -2.82 2.30
O -0.01 -3.65 2.54
C -2.75 -1.32 2.94
C -3.86 -1.11 3.93
N -2.78 -0.80 1.78
O -3.86 -0.11 1.43
H -0.11 -2.55 4.83
H -1.76 -3.04 5.24
H -1.32 -1.33 5.22
H 0.31 -3.53 3.45
H -3.87 -1.88 4.70
H -4.81 -1.10 3.40
H -3.75 -0.13 4.41